# 1
The following is a DFT calculation (the ωB97M-V functional and the def2-TZVPD basis) of C37H42CaN7O7SSi as an isolated structure in a non-equilibrium geometry.

Positions of all 96 atoms, in Å:
H 0.02711 0.81577 -6.63341
C 3.74991 -5.65365 5.53565
C 0.76098 -2.79239 4.23702
H -3.24847 1.44368 -0.67909
N -1.99005 -2.59125 6.80202
H -3.19741 3.88330 -1.41596
H 3.11424 4.67111 -3.06291
H 0.92851 5.30619 -1.76372
H -4.58027 1.09101 -1.78743
O -1.50095 2.20732 -2.52987
N -1.62037 1.58183 1.98879
O -2.42049 -1.22570 2.15509
Si -0.26403 1.16804 -2.66679
H 3.18780 -3.03972 -0.12114
H -0.31457 4.06696 -1.55876
H -0.71000 -4.08821 6.17452
C -1.73975 -0.54144 5.62865
H 3.74553 -3.56544 2.01371
S -0.17110 -0.20833 -1.06860
C -3.25710 1.72652 -4.12037
H -1.50594 -1.03368 -5.96943
N -0.75667 -0.99930 4.87447
C -3.49338 1.14538 -1.69841
N 1.55389 -0.34240 1.09467
H -0.36607 3.79597 -4.13033
H 0.93358 4.98018 -4.30405
C 2.81600 -2.02958 -0.04065
C -3.99292 1.95891 1.89883
H -2.99169 4.24056 -3.13877
H 4.56944 -5.43927 2.27877
H -2.07409 0.47409 5.46068
H -0.19194 -2.21339 -6.12780
C -0.99873 -3.05445 6.03390
H 1.35691 1.41033 -0.01859
C 2.70684 0.03819 -0.98247
C 0.75730 4.23355 -1.64651
O 1.11818 2.05862 -2.63219
C -2.49422 3.65541 1.17893
H 2.12546 -0.40983 -3.76188
H 3.26985 3.01346 -3.67132
H 6.12990 -7.16443 3.02060
H -3.09003 0.14431 -1.86971
H 1.46174 -4.28127 5.58832
O -6.02102 3.91578 1.74900
O -3.92502 -0.41190 3.61624
C -2.90144 1.15088 2.15237
C 1.33944 3.46857 -2.82629
N 3.27237 -1.10693 -0.98387
C -0.68379 -1.52023 -5.44262
O -4.74088 5.08963 0.30462
C -4.98601 4.16941 1.11012
H -0.42245 3.13853 1.37802
C 4.56375 -5.73781 3.31787
C 3.68501 -5.18009 4.23214
N 5.51119 -7.18416 4.98265
H 4.71737 -7.00784 6.87632
C 0.84367 0.35935 -6.07225
N 0.92041 -2.16811 3.07323
C -3.13316 -0.28547 2.69971
H 2.00080 -1.78947 -4.85320
H 3.09905 0.81804 -1.62768
C -3.43465 3.54562 -2.42069
C 2.08608 -1.59689 1.01787
C 1.51134 0.34391 -0.14410
C 2.84780 3.62920 -2.87544
H -2.32446 4.63794 0.75840
C 2.87816 -3.41599 2.63933
C 1.43635 -1.14867 -4.17191
H 1.44206 -0.24845 -6.75506
H 3.12125 -5.25951 6.31948
C -1.45196 2.81881 1.49999
H 3.29577 3.32370 -1.92829
H 1.47755 1.15677 -5.68121
C 5.44576 -6.72395 3.73602
H -4.51971 3.60010 -2.52005
Ca -0.45832 -0.42044 2.25965
H -4.99532 1.61533 2.10984
H -2.78332 2.40424 -4.83327
H -2.92122 0.71176 -4.34097
C 4.66690 -6.64207 5.85758
O -0.45418 0.39812 -4.09018
C -2.93101 2.14323 -2.69761
C 1.62200 -3.78991 4.64246
H 1.06848 -1.75289 -3.34330
C -0.37807 -2.27448 5.08321
H 1.12446 3.35228 -4.97403
C -3.80377 3.24055 1.39676
C 1.94694 -2.44685 2.26691
C 0.29755 -0.48247 -4.92796
C 0.71547 3.92272 -4.13797
H -4.33836 1.77730 -4.26161
C -2.35278 -1.34016 6.59432
H 1.24168 3.91055 -0.72178
H -1.09683 -2.09153 -4.61047
C 2.70255 -4.11478 3.81958
H -3.16641 -0.93822 7.18365

Properties
Electronic energy   -3710.83512 a.u.
Charge   -1

---

# 2
The following is a DFT calculation (the ωB97M-V functional and the def2-TZVPD basis) of C37H43AuN3O3P as an isolated structure in a non-equilibrium geometry.

Positions of all 88 atoms, in Å:
P 0.43120 2.37068 -0.19309
C -0.81506 -2.30924 1.99413
H 0.92483 -4.32828 -3.30069
C -3.92319 -1.24890 -1.30700
C 1.35803 -1.15889 2.60988
H 0.83375 1.93998 2.68971
H 4.53693 -5.09622 -3.08469
C -6.09523 -1.75293 -2.97419
H 2.78776 0.14459 -3.90883
H 2.97461 -5.65438 -3.70818
H 3.43933 2.23036 -5.01350
H -3.35060 0.21680 -2.75354
H 4.89496 -1.00026 -0.66723
C 3.13523 -1.55402 -1.75227
H -0.43401 -3.59477 4.19683
C 0.90596 2.99810 2.43139
H -1.11641 3.57584 -2.54843
H 1.30047 -3.26717 5.91267
H -1.08205 -2.24913 -2.01141
H -1.66547 5.55672 -0.30912
H 1.44899 4.47665 -1.98675
C -1.71892 3.22986 -1.70817
H 3.05783 -1.52175 5.55171
C 0.34578 -2.85668 4.04409
H 3.40613 2.59939 0.04576
H -6.94129 -1.94775 -3.62127
C 1.77621 -1.28594 -2.06574
H 2.51096 5.65648 -3.74276
H -2.68151 3.74262 -1.74143
C 1.69723 1.09005 -2.30879
C 2.31455 -0.97059 3.64857
H 4.12159 -0.95427 1.82597
H -0.83111 -2.76225 -3.67653
C -5.94566 -2.45791 -1.78848
C 3.65017 -2.80891 -2.01959
C 0.32104 -2.10236 2.85600
H -5.25926 -0.24408 -4.25676
H -1.49635 -3.10940 2.28471
O -2.19270 0.20470 -0.59772
H 4.25013 0.30200 -1.66915
C 0.97060 -2.32271 -2.59257
H 1.51951 3.48394 3.19144
C 1.33635 2.35433 -1.76422
H -1.89960 2.15913 -1.81916
C -2.72445 -0.96242 -0.47333
H 3.35432 -5.82045 -1.99574
H 2.28100 4.81987 -5.27930
C -5.15703 -0.79329 -3.32919
Au -0.14707 0.15091 0.27422
C 1.54372 -3.55284 -2.86201
O 3.27624 0.00105 3.46581
H 5.04544 0.38419 2.55024
C 2.84810 2.26740 -4.10531
H 4.97321 -1.19708 3.37239
H -0.64510 -1.05418 -3.22810
C 2.50004 1.09736 -3.48185
C 2.45196 3.50948 -3.59559
C 2.92118 2.46748 1.01495
H 1.66352 4.20435 0.79626
C 2.88116 -3.81882 -2.59114
C 2.29743 -1.71213 4.80372
C 4.41439 -0.47692 2.76611
C 1.55302 3.14702 1.05382
C -0.74765 4.99090 -0.13891
H -4.73413 -2.76587 -0.03753
H 3.86990 4.83421 -4.52497
H -0.41908 5.18378 0.88232
H -6.67798 -3.20537 -1.51032
N -2.30317 -1.92188 0.31042
C -0.47715 -2.07973 -2.90495
O 1.52387 -0.48936 1.50759
H 3.42149 -0.14467 -0.17857
C -4.08159 -0.53689 -2.49495
C 3.97771 -0.53821 -1.02990
C -4.86155 -2.21410 -0.95932
C 3.47182 -5.17197 -2.86737
C 1.30821 -2.67795 5.00583
C 1.71772 3.52082 -2.41785
H -1.69799 3.15553 0.41870
C 2.79985 4.77882 -4.31911
H 2.80382 1.40469 1.22562
N -1.14985 -1.61148 0.97396
H 0.00785 5.38000 -0.82107
H 3.56514 2.88984 1.78886
H -0.09824 3.42719 2.46452
N 1.18600 -0.06420 -1.82824
C -1.02622 3.50693 -0.37018
H 4.68579 -3.01158 -1.76717

Properties
Electronic energy   -2302.69931 a.u.
Spin multiplicity   3